Entry 1:
DFT (the ωB97M-V functional and the def2-TZVPD basis) results for a structure of composition C33H53LaN2O5S2SbSi in a non-equilibrium geometry.

Summary:
molecular weight: 910.68 g mol⁻¹
spin multiplicity: 1
HOMO level: -0.362 hartree
energy above the lowest of the compared OMol25 structures with the same formula, charge and spin: 0.0 kcal per mole
frontier orbital gap: 0.2367 hartree
electronic energy: -85245.070 eV
net charge: +1

Geometry as XYZ:
```
98
Properties=species:S:1:pos:R:3:forces:R:3:lowdin_charge:R:1
H 0.909656 -19.198360 -1.802767 -0.2 0.0 -0.2 0.075
C -11.186911 -18.472609 1.000123 0.4 0.0 -0.3 -0.004
Si -9.442988 -18.913357 -1.853867 1.1 0.5 -1.2 -0.101
H -5.103447 -19.976751 -4.695230 -0.2 -0.1 0.1 0.045
C -4.834100 -23.208905 1.630500 -0.1 1.3 -0.6 -0.275
H -1.108494 -19.538205 3.676254 -0.3 -0.2 -0.4 0.117
H -7.239403 -25.135502 2.940006 0.1 0.1 0.6 0.113
H -6.978818 -23.058731 1.633985 0.2 -0.3 -0.1 0.105
H -1.528758 -16.731183 -4.643108 -0.1 0.1 -0.1 0.066
H -11.754774 -15.547133 -1.257617 0.4 0.2 -0.6 0.095
H -1.610895 -15.070732 -4.019994 0.0 0.7 -0.3 0.054
H -11.881068 -18.618442 1.834434 0.1 -0.1 -0.2 0.105
O -3.294262 -21.581134 0.104360 -1.8 -1.1 0.5 -0.313
H -11.710104 -18.507289 0.023337 0.0 0.2 0.7 0.091
H -4.370320 -18.391916 -4.969739 -0.2 0.0 -0.2 0.038
H -8.775403 -22.872161 -3.830971 0.1 -0.2 0.3 0.095
H -11.447871 -22.379689 -2.572711 -0.3 -0.1 -0.4 0.085
C -9.988403 -21.159241 -3.542754 -0.5 -0.1 -1.0 -0.633
H -10.729542 -17.487590 1.098697 0.0 0.0 0.0 0.096
H -5.192911 -26.047329 4.104446 -0.1 -1.3 0.7 0.098
H -6.453012 -15.955022 0.625397 0.7 -0.5 -0.2 0.128
H -3.180761 -15.777311 -2.176135 -0.2 -0.3 -0.6 0.040
H -0.872131 -16.330948 -3.051267 -0.1 0.2 -0.4 0.050
O -9.213064 -19.334287 -0.179687 -0.3 0.4 -0.7 -0.416
H -8.581195 -20.600344 2.037847 0.4 0.0 -0.1 0.074
C -3.008737 -19.811365 -4.030555 0.1 1.0 0.3 -0.422
C -8.817990 -22.041507 -3.127116 1.4 1.3 -0.6 -0.035
H -3.895429 -19.762028 -6.005703 -0.5 0.2 0.6 0.081
C -9.208336 -19.714701 2.115318 -0.6 0.8 0.7 -0.050
O -5.737987 -21.773742 -0.507618 0.4 0.2 1.4 -0.459
C -9.701714 -20.554741 -4.941185 0.3 -0.6 0.6 -0.027
C -1.151324 -18.676440 -1.440208 -0.8 -0.3 0.5 -0.465
La -6.783311 -19.377563 0.002637 0.3 -0.8 -1.7 1.817
H -9.699260 -21.376701 -5.665678 0.2 0.1 0.1 0.091
C -5.112913 -25.316172 3.361244 0.0 0.9 -1.4 -0.052
H -9.790949 -19.860881 3.031141 0.2 0.2 0.0 0.116
C -6.106039 -23.597761 1.999353 -0.1 -0.8 -0.1 -0.064
Sb -3.149240 -18.507927 -2.280985 -0.4 0.1 0.6 1.366
C -10.881331 -20.883008 0.665325 0.1 0.4 1.4 -0.010
C -11.314713 -21.951930 -3.577612 0.9 0.1 0.4 -0.017
C -3.142629 -17.323113 2.139641 -1.5 -0.8 0.5 -0.149
C -6.241357 -24.729377 2.820119 -0.4 1.0 -0.4 -0.050
H -0.271913 -20.139403 -2.745172 0.2 0.3 -0.1 0.070
H -2.012036 -19.552813 -4.426263 -0.5 -0.3 -0.3 0.038
H -10.222616 -21.701706 0.513822 0.7 -0.8 -0.1 0.081
C -1.964404 -19.224339 3.070722 0.7 1.4 0.5 -0.045
H -9.967544 -17.547268 -4.656596 -0.3 -0.4 -0.4 0.061
H -3.808202 -16.382515 -3.760396 -1.4 0.5 -0.7 -0.001
C -12.331716 -17.463502 -3.106502 0.6 1.1 -0.8 -0.009
H -4.617275 -14.424570 1.316499 -0.4 0.8 -0.2 0.106
S -4.680574 -21.750791 0.556323 1.6 1.6 -0.1 0.638
H -2.724937 -23.343345 1.884490 -0.1 -0.7 -0.3 0.119
H -12.246850 -18.396871 -3.632104 0.3 -0.6 0.1 0.069
H -10.260076 -14.852455 -2.034187 -1.1 -0.5 -0.4 0.109
C -4.063868 -19.646151 1.978748 -0.1 0.2 0.5 -0.282
H -3.004710 -20.857224 -3.719459 0.0 0.2 0.1 0.048
C -0.039724 -19.138691 -2.353900 0.0 -0.5 0.2 -0.193
H -2.926080 -21.147995 3.042890 0.0 -0.6 0.0 0.102
C -10.135829 -16.620796 -4.135736 -0.8 0.9 0.9 -0.023
C -4.190038 -19.465849 -4.969584 1.4 -0.3 -0.8 -0.200
H -12.114222 -21.241718 -3.789400 -0.1 -0.2 0.0 0.084
H -9.159959 -16.263511 -3.851436 0.4 0.3 0.1 0.062
C -4.511830 -15.474309 1.399427 0.7 -0.3 0.8 -0.054
H -11.487984 -20.775148 -0.185829 -0.8 0.1 -1.2 0.071
H -0.927159 -17.699867 -1.015825 0.0 0.1 0.2 0.037
H -12.804531 -17.569905 -2.159547 -0.7 -0.3 0.7 0.073
H -10.464548 -19.852952 -5.286486 0.1 0.1 0.3 0.083
H -1.355477 -19.378962 -0.609233 0.4 0.3 -0.3 0.026
C -10.138490 -19.585833 0.951351 -0.8 -0.4 -1.3 -0.611
H -11.908511 -14.868702 -2.907737 0.4 0.3 0.3 0.092
H -11.545565 -21.122034 1.502264 0.1 0.0 0.0 0.110
C -1.684088 -16.107422 -3.764960 -0.2 -0.9 1.4 -0.178
N -5.097626 -20.428420 1.438372 0.1 -1.0 -0.4 -0.325
C -4.240258 -18.224701 1.775754 1.4 0.8 -0.7 -0.147
C -3.680716 -23.826608 2.090536 -0.3 0.7 -0.3 -0.057
H -8.694955 -20.119624 -4.883040 -0.4 0.2 -0.4 0.060
H 0.072200 -18.432742 -3.168750 0.2 -0.1 -0.3 0.050
S -7.462123 -18.572769 -2.670559 -0.9 -0.5 1.5 0.184
C -11.226812 -15.401452 -2.230994 0.1 0.2 0.8 -0.034
H -8.872720 -22.351231 -2.103187 -0.5 -0.6 0.6 0.070
C -2.007534 -17.857144 2.768432 0.3 -1.5 0.1 -0.027
C -2.977057 -20.132108 2.729253 -1.0 2.0 -1.0 0.006
C -5.485103 -16.350744 0.985183 -0.6 -2.5 0.0 -0.096
C -3.028247 -16.425501 -3.060640 1.9 -1.0 0.6 -0.405
C -10.983858 -16.763641 -2.843450 0.0 -0.4 -1.3 -0.639
H -3.024578 -25.573718 3.107633 0.3 0.3 0.6 0.115
N -5.349543 -17.726336 1.090285 0.7 2.3 1.4 -0.109
C -3.860870 -24.924404 2.903165 0.5 -0.5 0.3 -0.058
H -2.593316 -15.215278 2.279340 -0.3 -0.5 0.1 0.138
H -7.822362 -21.482929 -3.172804 -1.3 -0.6 -0.3 0.077
H -1.150952 -17.224468 3.002660 -0.4 -0.1 0.1 0.121
H -11.274467 -22.746426 -4.340137 -0.1 0.3 0.4 0.096
H -10.620528 -15.834063 -4.741973 0.3 -0.6 -0.1 0.101
O -10.271133 -17.522305 -1.877058 0.3 -0.8 1.1 -0.166
H -12.952144 -16.843947 -3.762373 0.0 0.1 0.2 0.096
H -8.662504 -18.753029 2.191990 0.1 -0.5 0.4 0.093
O -10.223471 -20.109897 -2.601070 -0.2 0.3 0.7 -0.146
C -3.369377 -15.944977 2.007263 0.5 0.3 -0.9 0.021
```
Forces are in eV/Å.


Entry 2:
DFT (the ωB97M-V functional and the def2-TZVPD basis) results for a structure of composition C33H53MnN2O2P2S in a non-equilibrium geometry.

Summary:
molecular weight: 658.75 g mol⁻¹
spin multiplicity: 4
HOMO level (alpha / beta): -0.582 / -0.582 hartree
energy above the lowest of the compared OMol25 structures with the same formula, charge and spin: 30.5 kcal per mole
frontier orbital gap (alpha / beta): 0.2373 / 0.0916 hartree
electronic energy: -102856.133 eV
net charge: +3

Geometry as XYZ:
```
94
Properties=species:S:1:pos:R:3:forces:R:3:mulliken_spin:R:1
P -2.457687 0.134567 0.165413 -1.4 0.4 -0.2 0.001
C -1.731466 -2.263603 5.518903 -0.1 0.2 0.2 0.001
H 1.685440 -2.329023 2.038561 0.1 0.0 0.1 0.000
H 1.641501 -0.731066 2.805607 0.2 -0.2 0.0 0.003
H -3.433128 -3.310594 1.385386 0.2 0.3 -0.1 -0.001
H 6.241096 0.308765 -1.511757 -0.3 -0.1 0.2 0.001
Mn -0.201108 0.028302 0.362780 -0.3 -2.5 -1.0 1.402
C -0.595437 -3.267042 -3.046869 -0.3 0.0 0.2 -0.027
H 4.118678 -1.010720 -2.923670 0.1 0.4 0.0 0.000
C 1.138384 0.920094 -1.932184 -2.3 0.9 2.6 -0.139
C -4.774446 -1.537022 -0.082094 -0.2 0.1 -0.1 -0.003
H 1.468685 -3.716112 -2.502458 -0.4 0.4 -0.2 0.004
C -2.378707 2.800068 -0.698068 0.0 0.0 0.0 -0.004
C 3.913978 0.039276 -2.669657 -0.2 0.2 -0.4 0.043
H -0.717625 -4.096188 -3.747962 0.1 0.3 0.3 0.001
H -3.387837 3.434653 1.737643 0.1 -0.3 0.0 0.000
O 0.369738 1.545567 2.832080 -1.0 -2.7 -4.3 0.018
H 3.746375 -3.043620 0.734095 0.1 0.0 0.2 -0.005
C 5.524294 -0.177531 -0.828614 0.3 -0.1 0.1 0.017
H 5.610664 -1.258247 -1.009942 0.0 0.4 0.0 -0.002
H 5.005098 0.493007 1.747255 -0.2 -0.2 0.3 0.003
H -1.772440 -3.128309 4.850166 0.1 0.2 0.1 0.000
H -3.494961 -0.594285 -1.985693 0.1 0.2 0.2 -0.004
C 0.726029 -1.911586 -1.545277 -0.7 -0.8 0.5 -0.105
N 0.524456 1.146216 -0.875944 2.2 -0.9 -3.3 0.067
H 0.679637 5.088163 -3.716171 0.0 -0.1 -0.2 -0.004
H 4.582544 0.684609 -3.262814 0.0 -0.3 0.3 -0.001
C 1.101582 1.770567 -3.119907 -0.3 -0.2 -0.5 -0.153
H 2.807323 -1.913298 -1.670131 -0.3 0.2 -0.5 -0.020
S -0.715762 -0.995357 4.734557 0.0 -0.3 -0.1 0.000
H -2.126939 0.927721 4.360888 0.1 -0.3 0.2 0.000
C -4.094785 -0.813315 2.240263 -0.1 0.0 0.4 -0.005
C -1.618978 0.486010 5.226721 0.2 0.2 0.5 0.000
H 3.484803 0.876527 2.571101 0.2 -0.2 0.0 -0.003
H -3.585415 1.803258 2.415098 0.1 0.2 -0.2 0.000
H 1.187556 0.200424 -4.618361 0.0 0.6 0.0 0.010
C -3.174908 1.880626 0.249243 0.0 -0.3 0.3 -0.004
C -2.508800 -0.294346 -1.624583 0.1 -0.4 -0.2 0.054
C 0.907285 3.571718 -5.240405 -0.1 0.0 -0.2 -0.001
H -2.733198 -1.864223 5.708812 0.2 -0.3 -0.1 0.000
C 0.598157 -3.060577 -2.369817 0.6 0.3 -0.2 0.154
C -3.013722 2.399847 1.692128 0.0 0.0 0.1 -0.013
H 0.848104 3.484896 -1.827336 0.0 -0.1 -0.3 0.026
H 5.855303 0.048767 0.190262 -0.1 -0.1 -0.4 0.003
H 1.101331 1.839108 -6.518036 0.0 0.1 0.2 -0.005
C 1.118474 1.286213 -4.438953 0.2 -1.2 2.5 0.223
H -5.359905 -0.650652 -0.354586 0.1 -0.3 0.1 0.000
H -5.283637 1.307464 0.537617 0.2 0.2 -0.2 0.000
C 1.988387 -1.253708 -1.349147 -0.6 -2.1 0.5 0.403
C -2.769020 -2.515695 1.010614 0.4 -0.1 0.0 -0.024
H -5.451575 -2.232467 0.437703 0.2 0.2 -0.1 -0.001
H 3.095371 2.261484 -1.330033 0.2 0.0 0.1 -0.011
H 4.603950 -0.314986 3.272986 -0.2 0.0 -0.3 0.001
C 4.181921 0.059927 2.327140 -0.1 0.3 -0.2 0.008
H -3.247640 -0.627115 2.916971 -0.3 0.0 -0.2 0.002
H 4.845622 2.327684 -1.611402 -0.2 0.0 0.2 0.000
P 2.681949 -0.283936 -0.047299 0.9 -0.3 1.6 0.345
C 3.439905 -1.081099 1.606819 -0.3 0.0 -0.3 0.093
H 5.219147 -2.045474 0.731543 -0.3 -0.1 0.2 0.000
C 2.302007 -1.555452 2.514523 -0.4 0.2 -0.2 -0.008
C 4.314955 -2.289301 1.294475 0.4 -0.2 -0.2 0.029
H 4.639713 -2.747057 2.243245 -0.2 0.1 -0.3 0.006
N -0.430461 -1.371316 -1.030305 1.0 1.1 -1.7 0.056
H -1.242072 -2.532668 6.460214 -0.2 0.0 -0.1 0.000
H -4.789496 1.461267 -1.175572 0.0 0.1 0.2 0.000
C -4.651276 1.866767 -0.163748 -0.2 0.2 0.0 -0.001
H -4.756864 0.062992 2.221131 0.2 -0.3 0.0 0.000
C 4.130804 0.352799 -1.180648 -0.2 0.8 0.3 0.051
H 4.218570 2.174902 0.051941 0.0 -0.1 -0.3 0.005
H -1.960333 2.398879 2.008260 -0.3 0.1 -0.1 0.000
C 1.045258 2.198160 -5.491849 -0.2 2.0 -1.5 0.242
H -1.298292 2.752924 -0.508460 -0.2 0.1 0.1 0.000
H 0.854143 4.279080 -6.068360 0.0 -0.2 0.2 0.008
C 4.061182 1.868228 -0.992079 0.5 0.5 -0.1 0.044
H -2.544824 2.549023 -1.753643 -0.1 0.1 0.2 -0.003
H -4.450107 -2.041784 -1.001342 -0.1 0.0 0.3 0.001
C 0.818768 4.030523 -3.929662 0.0 1.2 -1.8 0.188
C 0.137292 0.920836 1.858126 1.6 4.6 6.8 -0.171
H -0.865066 1.181347 5.617362 -0.4 0.0 -0.1 0.000
H -1.954048 -2.381471 1.735062 -0.2 -0.1 -0.2 0.006
H 2.728455 -1.976594 3.440421 -0.1 0.1 -0.4 -0.001
C -1.633195 -2.342338 -2.859633 0.0 -0.2 0.0 0.086
H -2.205356 0.584431 -2.221259 0.1 -0.4 0.3 0.007
O -0.958384 -1.167303 3.250684 0.1 0.2 -0.7 -0.003
H -2.328965 0.222904 6.019645 0.1 0.3 -0.2 0.000
H -5.019737 2.903790 -0.173638 0.1 -0.3 0.0 0.000
H -2.707866 3.839501 -0.545028 0.1 -0.3 0.0 0.000
H -2.345580 -2.855679 0.057683 -0.2 -0.1 0.2 0.002
C -3.594332 -1.229493 0.852491 0.0 0.0 0.3 -0.012
C 0.917854 3.142156 -2.861283 0.3 -1.7 0.9 0.190
H -2.541259 -2.347455 -3.460474 0.3 -0.1 0.1 0.002
C -1.521225 -1.415806 -1.832351 0.0 0.2 0.0 -0.052
H 2.893335 0.275872 -2.992100 0.8 -0.3 0.0 -0.017
H -4.677220 -1.646986 2.667027 0.2 0.2 -0.2 0.000
```
Forces are in eV/Å.